A cluster of 3 separate species, C10H25N3O10P2S in total in a non-equilibrium geometry. Source: OMol25; level of theory: ωB97M-V with the def2-TZVPD basis set.

```
! wB97M-V def2-TZVPD RIJCOSX def2/J DEFGRID3
* xyz 0 1
N 0.458 -4.924 1.013
C -0.680 -4.225 1.048
N -1.969 -4.425 0.390
C -2.544 -3.026 0.181
S -4.126 -2.899 1.146
C -1.338 -2.050 0.689
C -1.721 -0.528 1.062
O -2.106 -0.216 2.233
O -1.597 0.384 0.031
N -0.852 -2.943 1.820
H 0.923 -5.258 0.159
H 0.962 -5.082 1.905
H -1.955 -4.801 -0.582
H -2.861 -2.798 -0.909
H -3.784 -3.225 2.459
H -0.450 -2.103 -0.055
H -1.588 -3.204 2.504
C -0.223 -1.794 -4.587
O -0.411 -0.524 -3.977
P -0.282 0.802 -5.070
O 1.247 0.761 -5.021
O -0.852 1.837 -3.941
C -0.506 1.669 -2.570
O -0.290 2.088 -6.208
C 0.099 1.719 -7.524
H -0.416 -2.566 -3.836
H -0.933 -1.923 -5.407
H 0.798 -1.906 -4.954
H 0.508 1.282 -2.448
H -1.221 0.992 -2.097
H -0.573 2.635 -2.071
H -0.486 0.861 -7.865
H 1.164 1.480 -7.555
H -0.093 2.562 -8.190
C -0.423 1.816 2.917
O 0.390 2.894 3.382
P 1.930 2.408 3.972
O 1.345 1.986 5.320
O 2.436 3.964 4.043
C 1.532 4.991 4.420
O 3.512 1.908 4.413
C 3.699 0.501 4.456
H -1.332 2.235 2.481
H 0.108 1.258 2.144
H -0.699 1.152 3.735
H 0.809 4.648 5.164
H 1.009 5.356 3.533
H 2.102 5.819 4.844
H 3.366 0.047 3.520
H 3.151 0.069 5.296
H 4.763 0.297 4.588
*
```

**Kohn-Sham gap**: 6.049 eV
**HOMO level**: -8.34 eV
**DFT total energy**: -65125.264 eV
**Strongest force on any atom**: 9.969 eV/A